No. 1
Molecular formula: C14H46O9
Method: DFT, ωB97M-V/def2-TZVPD

Charge: 0
SMILES: CCO.CCO.CCO.CCO.CCO.CCO.CCO.O.O
Kohn-Sham gap: 9.36 eV
Relative energy (zero: lowest compared OMol25 entry of this formula, charge and spin): 32.0 kcal per mole
E: -33689.3933 eV
LUMO energy: 0.0044 Eh
HOMO level: -9.241 eV

Geometry as XYZ:
```
69
Properties=species:S:1:pos:R:3:lowdin_charge:R:1
O 2.78 -1.22 2.11 -0.0625
H 3.49 -1.01 1.50 0.0303
H 2.38 -0.35 2.19 -0.0252
O 2.15 -0.06 -4.38 -0.0628
H 1.38 0.54 -4.52 0.0697
H 2.79 0.16 -5.08 0.0630
C -0.34 -5.00 -4.52 -0.0885
C -0.10 -3.55 -4.17 -0.2684
O -0.90 -3.26 -2.98 -0.1085
H -1.39 -5.26 -4.50 0.0651
H 0.04 -5.67 -3.73 0.0848
H 0.04 -5.28 -5.49 0.0713
H -0.23 -2.80 -4.97 0.1161
H 0.94 -3.48 -3.88 0.0977
H -0.46 -2.53 -2.53 0.0508
C -1.79 0.35 2.79 -0.0774
C -2.32 -0.84 2.06 -0.2929
O -2.75 -0.47 0.73 -0.1020
H -1.56 0.10 3.80 0.0703
H -2.52 1.16 2.74 0.0871
H -0.81 0.66 2.43 0.0649
H -3.04 -1.30 2.70 0.0985
H -1.60 -1.66 1.93 0.1094
H -3.08 -1.20 0.17 0.0671
C -3.02 -4.32 0.74 -0.0646
C -2.95 -4.17 -0.78 -0.2903
O -3.28 -2.79 -1.05 -0.1178
H -4.05 -4.30 1.03 0.0650
H -2.61 -3.39 1.12 0.0468
H -2.52 -5.24 1.05 0.0855
H -3.72 -4.77 -1.24 0.1064
H -1.95 -4.46 -1.11 0.0982
H -2.89 -2.51 -1.92 0.0980
C 1.90 0.43 4.78 -0.0938
C 1.61 1.66 4.02 -0.3541
O 1.85 1.30 2.70 -0.1096
H 1.83 0.61 5.89 0.1064
H 2.83 0.03 4.51 0.0630
H 1.18 -0.29 4.49 0.0613
H 2.22 2.51 4.36 0.1154
H 0.56 2.02 4.20 0.1205
H 1.78 2.07 2.10 0.0722
C -2.19 4.44 -0.34 -0.0789
C -1.81 3.02 0.06 -0.3272
O -2.59 1.98 -0.50 -0.0963
H -3.23 4.73 -0.20 0.0741
H -1.95 4.66 -1.33 0.0492
H -1.63 5.14 0.24 0.0556
H -1.81 2.95 1.18 0.1060
H -0.78 2.85 -0.27 0.0915
H -2.52 1.15 0.01 0.0340
C 2.69 4.78 1.40 -0.0985
C 3.15 3.99 0.22 -0.3079
O 2.42 2.74 0.23 -0.1279
H 3.19 5.74 1.48 0.0734
H 3.05 4.15 2.25 0.0852
H 1.64 4.92 1.56 0.0664
H 4.27 3.85 0.27 0.1253
H 2.87 4.49 -0.75 0.1199
H 2.57 2.18 -0.57 0.0634
C 0.26 0.01 -1.84 -0.0233
C 1.67 -0.28 -1.09 -0.2120
O 2.69 0.60 -1.59 -0.1283
H 0.28 -0.38 -2.86 0.0373
H 0.07 1.06 -1.81 0.0611
H -0.52 -0.56 -1.38 0.0496
H 2.01 -1.25 -1.06 0.0741
H 1.62 -0.01 -0.01 0.1046
H 2.73 0.62 -2.57 0.0635
```


No. 2
Molecular formula: C14H46O9
Method: DFT, ωB97M-V/def2-TZVPD

Charge: 0
SMILES: CCO.CCO.CCO.CCO.CCO.CO.CO.CO.CO
Kohn-Sham gap: 10.10 eV
Relative energy (zero: lowest compared OMol25 entry of this formula, charge and spin): 50.1 kcal per mole
E: -33688.6091 eV
LUMO energy: 0.0158 Eh
HOMO level: -9.675 eV

Geometry as XYZ:
```
69
Properties=species:S:1:pos:R:3:lowdin_charge:R:1
C -3.00 -0.70 3.41 -0.1546
O -3.20 -2.07 3.09 -0.1219
H -3.83 -0.29 3.98 0.0815
H -2.11 -0.65 4.04 0.0689
H -2.87 -0.09 2.51 0.0509
H -3.99 -2.13 2.56 0.0734
C -2.06 3.22 1.22 -0.1142
O -1.05 2.62 0.41 -0.1341
H -2.35 2.49 1.98 0.0727
H -1.65 4.09 1.74 0.0816
H -2.91 3.59 0.65 0.0816
H -1.28 2.74 -0.52 0.0802
C 4.38 2.28 1.22 -0.1571
O 5.67 1.69 1.25 -0.1208
H 4.35 3.22 1.80 0.0763
H 4.10 2.54 0.20 0.0714
H 3.61 1.62 1.63 0.0535
H 5.63 0.92 1.83 0.0719
C -3.76 0.53 -0.95 -0.1661
O -5.06 0.04 -1.21 -0.1084
H -3.80 1.62 -1.03 0.0748
H -3.39 0.24 0.03 0.0675
H -3.03 0.18 -1.69 0.0630
H -5.08 -0.87 -0.89 0.0512
C -0.61 0.93 -4.27 -0.0859
C -0.43 2.41 -4.51 -0.3000
O 0.13 3.05 -3.34 -0.0917
H -1.21 0.74 -3.38 0.0490
H 0.36 0.45 -4.13 0.0641
H -1.10 0.46 -5.13 0.0782
H -1.38 2.91 -4.65 0.1094
H 0.23 2.57 -5.36 0.1102
H 1.09 2.94 -3.35 0.0774
C 3.43 -0.88 -2.51 -0.0960
C 4.86 -0.51 -2.83 -0.3274
O 5.71 -1.18 -1.90 -0.0752
H 3.11 -0.43 -1.56 0.0615
H 3.33 -1.96 -2.36 0.0824
H 2.72 -0.62 -3.29 0.0624
H 4.99 0.58 -2.77 0.1097
H 5.12 -0.80 -3.85 0.1065
H 6.55 -0.72 -1.86 0.0816
C 1.43 -1.36 5.01 -0.0926
C 1.30 -0.01 4.34 -0.3316
O 2.26 0.12 3.30 -0.0964
H 0.72 -1.49 5.83 0.0707
H 2.45 -1.49 5.40 0.0734
H 1.27 -2.16 4.29 0.0725
H 1.40 0.81 5.06 0.1082
H 0.28 0.10 3.92 0.0953
H 1.80 0.47 2.52 0.0191
C -2.14 -3.22 0.14 -0.0877
C -2.81 -3.40 -1.22 -0.3157
O -4.18 -3.09 -1.08 -0.0772
H -2.62 -3.87 0.87 0.0785
H -2.22 -2.19 0.49 0.0480
H -1.09 -3.52 0.10 0.0810
H -2.62 -4.42 -1.57 0.1132
H -2.33 -2.74 -1.96 0.1011
H -4.69 -3.47 -1.81 0.0918
C 0.01 -0.54 -0.80 -0.0658
C 0.24 -0.40 0.68 -0.2898
O 1.00 0.79 0.93 -0.1010
H -0.71 0.23 -1.08 0.0516
H -0.39 -1.52 -1.09 0.0605
H 0.91 -0.33 -1.37 0.0563
H 0.80 -1.23 1.09 0.1232
H -0.72 -0.36 1.20 0.0968
H 0.45 1.52 0.63 0.0573
```


What did the second record say?
Molecular formula: C14H46O9
Method: DFT, ωB97M-V/def2-TZVPD

Charge: 0
SMILES: CCO.CCO.CCO.CCO.CCO.CO.CO.CO.CO
Kohn-Sham gap: 10.10 eV
Relative energy (zero: lowest compared OMol25 entry of this formula, charge and spin): 50.1 kcal per mole
E: -33688.6091 eV
LUMO energy: 0.0158 Eh
HOMO level: -9.675 eV

Geometry as XYZ:
```
69
Properties=species:S:1:pos:R:3:lowdin_charge:R:1
C -3.00 -0.70 3.41 -0.1546
O -3.20 -2.07 3.09 -0.1219
H -3.83 -0.29 3.98 0.0815
H -2.11 -0.65 4.04 0.0689
H -2.87 -0.09 2.51 0.0509
H -3.99 -2.13 2.56 0.0734
C -2.06 3.22 1.22 -0.1142
O -1.05 2.62 0.41 -0.1341
H -2.35 2.49 1.98 0.0727
H -1.65 4.09 1.74 0.0816
H -2.91 3.59 0.65 0.0816
H -1.28 2.74 -0.52 0.0802
C 4.38 2.28 1.22 -0.1571
O 5.67 1.69 1.25 -0.1208
H 4.35 3.22 1.80 0.0763
H 4.10 2.54 0.20 0.0714
H 3.61 1.62 1.63 0.0535
H 5.63 0.92 1.83 0.0719
C -3.76 0.53 -0.95 -0.1661
O -5.06 0.04 -1.21 -0.1084
H -3.80 1.62 -1.03 0.0748
H -3.39 0.24 0.03 0.0675
H -3.03 0.18 -1.69 0.0630
H -5.08 -0.87 -0.89 0.0512
C -0.61 0.93 -4.27 -0.0859
C -0.43 2.41 -4.51 -0.3000
O 0.13 3.05 -3.34 -0.0917
H -1.21 0.74 -3.38 0.0490
H 0.36 0.45 -4.13 0.0641
H -1.10 0.46 -5.13 0.0782
H -1.38 2.91 -4.65 0.1094
H 0.23 2.57 -5.36 0.1102
H 1.09 2.94 -3.35 0.0774
C 3.43 -0.88 -2.51 -0.0960
C 4.86 -0.51 -2.83 -0.3274
O 5.71 -1.18 -1.90 -0.0752
H 3.11 -0.43 -1.56 0.0615
H 3.33 -1.96 -2.36 0.0824
H 2.72 -0.62 -3.29 0.0624
H 4.99 0.58 -2.77 0.1097
H 5.12 -0.80 -3.85 0.1065
H 6.55 -0.72 -1.86 0.0816
C 1.43 -1.36 5.01 -0.0926
C 1.30 -0.01 4.34 -0.3316
O 2.26 0.12 3.30 -0.0964
H 0.72 -1.49 5.83 0.0707
H 2.45 -1.49 5.40 0.0734
H 1.27 -2.16 4.29 0.0725
H 1.40 0.81 5.06 0.1082
H 0.28 0.10 3.92 0.0953
H 1.80 0.47 2.52 0.0191
C -2.14 -3.22 0.14 -0.0877
C -2.81 -3.40 -1.22 -0.3157
O -4.18 -3.09 -1.08 -0.0772
H -2.62 -3.87 0.87 0.0785
H -2.22 -2.19 0.49 0.0480
H -1.09 -3.52 0.10 0.0810
H -2.62 -4.42 -1.57 0.1132
H -2.33 -2.74 -1.96 0.1011
H -4.69 -3.47 -1.81 0.0918
C 0.01 -0.54 -0.80 -0.0658
C 0.24 -0.40 0.68 -0.2898
O 1.00 0.79 0.93 -0.1010
H -0.71 0.23 -1.08 0.0516
H -0.39 -1.52 -1.09 0.0605
H 0.91 -0.33 -1.37 0.0563
H 0.80 -1.23 1.09 0.1232
H -0.72 -0.36 1.20 0.0968
H 0.45 1.52 0.63 0.0573
```